DFT (wB97M-V/def2-TZVPD) results for 2 unconnected molecules or ions with the total composition C5H10NO2.

Atoms and positions in Å:
C -1.6728 1.0285 -1.4827
C -0.7399 -0.1131 -1.8514
C -0.0609 -0.2212 -3.0335
N -0.6313 -1.0673 -0.9055
H -1.2328 1.5262 -0.6122
H -2.6083 0.5776 -1.1681
H -1.7312 1.7071 -2.3298
H 0.5140 -1.1246 -3.1804
H -0.1170 0.5741 -3.7590
H -0.5055 -0.7063 0.0927
H 0.0830 -1.7579 -1.1262
O -0.4171 0.3470 1.2497
C 0.7448 0.0291 1.6627
O 1.4787 -0.7844 1.0761
C 1.2042 0.6445 2.9676
H 2.1706 0.2217 3.2323
H 1.2225 1.7346 2.8895
H 0.4795 0.4186 3.7551

The net charge is 0. For the HOMO energy (spin up / spin down), the calculation gives -8.73 / -8.63 eV. The calculation puts the calculated total energy at -401.68284 hartree. As for the spin multiplicity: 2. For the HOMO-LUMO gap (spin up / spin down), the calculation gives 9.275 / 5.546 eV. The expectation value of S² is 0.77.